A | DFT (ωB97M-V/def2-TZVPD) results for a structure of composition C2H3NS3.

Output
**Total charge**: 0
**Kohn-Sham gap**: 0.284 Ha

Last column: natural (NBO) charge in e.
Element x y z (Å)
1 C 1.629 0.351 -0.099  -0.487
2 C -1.202 0.282 -0.339  -0.224
3 N -0.910 -0.904 0.389  -0.708
4 S 3.171 0.143 0.106  0.128
5 S 0.447 1.522 -0.068  0.204
6 S 0.460 -1.706 -0.121  0.199
7 H -0.888 0.144 -1.423  0.265
8 H -1.833 0.992 0.201  0.238
9 H -0.874 -0.824 1.353  0.385


B | DFT (ωB97M-V/def2-TZVPD) results for a cluster of 2 separate species, C2H3NS3 in total.

Output
**Total charge**: 0
**Kohn-Sham gap**: 0.299 Ha

Last column: natural (NBO) charge in e.
Element x y z (Å)
1 C -2.425 0.554 -0.108  -0.373
2 C 1.629 0.257 -0.739  -0.762
3 N 0.278 -1.040 0.954  -1.040
4 S -2.451 -0.972 0.119  0.244
5 S -2.439 2.069 -0.513  0.135
6 S 1.334 0.102 0.889  0.977
7 H 2.486 0.847 -0.999  0.215
8 H 1.555 -0.472 -1.519  0.233
9 H 0.033 -1.345 1.916  0.372


Energies, relative to the best one, in hartree: A 0.0000; B 0.0113.


A | DFT (ωB97M-V/def2-TZVPD) results for an isolated molecule of C2H6N2O.

Output
**Total charge**: 0
**SMILES**: C/N=C\NO
**Kohn-Sham gap**: 0.347 Ha

Last column: natural (NBO) charge in e.
Element x y z (Å)
1 C 0.718 1.711 -0.701  -0.439
2 C 0.637 -0.401 0.123  0.247
3 H -0.151 1.263 -1.369  0.178
4 H 1.273 2.499 -0.994  0.204
5 H 0.423 2.169 0.245  0.179
6 H 1.090 -1.360 0.195  0.168
7 H -1.352 0.374 0.180  0.357
8 H -1.883 -1.246 1.388  0.470
9 N 1.293 0.475 -0.354  -0.465
10 N -0.710 -0.406 0.434  -0.376
11 O -1.452 -1.505 0.408  -0.522


B | DFT (ωB97M-V/def2-TZVPD) results for an isolated molecule of C2H6N2O.

Output
**Total charge**: 0
**SMILES**: C/N=C\NO
**Kohn-Sham gap**: 0.353 Ha

Last column: natural (NBO) charge in e.
Element x y z (Å)
1 C -1.320 -0.889 -0.153  -0.463
2 C 0.017 1.116 -0.037  0.206
3 H -0.670 -1.014 -1.002  0.207
4 H -2.284 -1.035 -0.439  0.197
5 H -1.343 -1.424 0.745  0.202
6 H 0.207 2.259 0.264  0.175
7 H 1.740 1.453 -0.071  0.379
8 H 1.768 -0.932 0.898  0.457
9 N -1.250 0.680 0.111  -0.452
10 N 1.257 0.607 -0.315  -0.385
11 O 1.878 -0.821 -0.001  -0.523


Energies, relative to the best one, in hartree: A 0.0000; B 0.0135.


A | DFT (ωB97M-V/def2-TZVPD) results for an isolated molecule of C2H6N2O.

Output
**Total charge**: 0
**SMILES**: CNC(N)=O
**Kohn-Sham gap**: 0.386 Ha

Last column: natural (NBO) charge in e.
Element x y z (Å)
1 C 0.029 -1.870 0.401  -0.410
2 C 0.041 0.476 -0.202  0.766
3 H -1.117 -2.165 0.282  0.183
4 H 0.471 -1.886 -0.552  0.237
5 H 0.499 -2.664 1.277  0.199
6 H -0.314 -0.258 1.754  0.383
7 H -0.620 2.009 1.045  0.383
8 H -0.160 2.413 -0.558  0.404
9 N 0.162 -0.433 0.831  -0.649
10 N -0.357 1.736 0.120  -0.833
11 O 0.272 0.224 -1.388  -0.664


B | DFT (ωB97M-V/def2-TZVPD) results for a structure of composition C2H6N2O.

Output
**Total charge**: 0
**Kohn-Sham gap**: 0.361 Ha

Last column: natural (NBO) charge in e.
Element x y z (Å)
1 C -1.577 -0.121 1.075  -0.447
2 C 0.331 -0.428 -0.510  0.277
3 H -0.935 -1.095 1.513  0.200
4 H -1.710 0.916 1.727  0.233
5 H -2.575 -0.555 0.731  0.211
6 H 0.929 -1.269 0.376  0.076
7 H 2.368 -0.488 -0.863  0.384
8 H 1.026 1.763 -0.851  0.468
9 N -0.798 0.164 -0.406  -0.513
10 N 1.370 -0.145 -1.258  -0.328
11 O 1.571 1.257 -1.532  -0.560


Energies, relative to the best one, in hartree: A 0.0000; B 0.1877.


A | DFT (ωB97M-V/def2-TZVPD) results for an isolated molecule of C2H6N2O.

Output
**Total charge**: 0
**SMILES**: CO/C=N\N
**Kohn-Sham gap**: 0.343 Ha

Last column: natural (NBO) charge in e.
Element x y z (Å)
1 C 1.384 0.317 1.129  -0.256
2 C -0.091 -0.662 -0.290  0.324
3 H 0.822 0.043 2.223  0.171
4 H 1.734 1.429 1.204  0.215
5 H 2.163 -0.497 0.833  0.192
6 H 0.691 -1.447 -0.245  0.133
7 H -2.700 -0.141 -1.617  0.377
8 H -1.563 1.142 -0.822  0.359
9 N -1.018 -0.867 -1.136  -0.301
10 N -1.805 0.278 -1.512  -0.694
11 O 0.382 0.405 0.233  -0.520


B | DFT (ωB97M-V/def2-TZVPD) results for a cluster of 2 separate species, C2H6N2O in total.

Output
**Total charge**: 0
**SMILES**: [H]/N=C/N.C=O
**Kohn-Sham gap**: 0.384 Ha

Last column: natural (NBO) charge in e.
Element x y z (Å)
1 O -3.369 1.706 -0.805  -0.489
2 C -2.247 1.446 -0.483  0.293
3 H -1.360 2.024 -0.799  0.107
4 H -1.956 0.681 0.264  0.088
5 N 0.501 -1.519 0.112  -0.803
6 C 1.653 -0.784 0.155  0.291
7 N 1.659 0.408 0.614  -0.742
8 H 0.515 -2.485 0.411  0.382
9 H -0.331 -1.062 0.459  0.381
10 H 2.544 -1.369 -0.092  0.145
11 H 2.390 0.954 0.164  0.347


C | DFT (ωB97M-V/def2-TZVPD) results for an isolated molecule of C2H6N2O.

Output
**Total charge**: 0
**SMILES**: NN[C@@H]1CO1
**Kohn-Sham gap**: 0.369 Ha

Last column: natural (NBO) charge in e.
Element x y z (Å)
1 C -1.782 0.437 0.077  -0.124
2 C -0.285 -0.112 -0.370  0.217
3 N 1.950 -0.212 0.085  -0.665
4 N 0.741 0.367 0.451  -0.484
5 O -1.236 -0.891 0.337  -0.518
6 H -1.766 1.041 0.870  0.170
7 H -2.486 0.466 -0.631  0.175
8 H 0.071 -0.257 -1.448  0.194
9 H 2.303 0.229 -0.701  0.346
10 H 1.995 -1.316 -0.092  0.322
11 H 0.495 0.249 1.422  0.367


Energies, relative to the best one, in hartree: A 0.0633; B 0.0000; C 0.0812.